# 1
This record from OMol25 describes a structure of composition C29H45FP2Sc at a distorted geometry. The level of theory is wB97M-V/def2-TZVPD.

```
78
Properties=species:S:1:pos:R:3:forces:R:3
H -2.975 2.608 -1.634 0.1351 -0.1642 -0.0676
H 2.851 -5.303 -3.607 -0.0354 0.0153 -0.1156
H -3.574 -7.222 -4.883 0.1435 0.0500 -0.0632
C 1.163 2.402 2.067 0.0728 -0.1172 0.0406
C -0.483 -1.248 -2.857 0.3410 0.1443 0.2483
F 2.939 -2.969 5.092 -0.3378 0.2757 -0.5488
C 0.370 -2.057 2.645 1.6544 0.2909 0.3336
H -2.384 -8.434 -2.455 0.1461 0.0172 -0.0469
H 3.113 -4.105 -4.884 -0.0229 -0.1257 0.0088
H 0.439 -3.841 -1.180 -0.1825 0.3174 -0.0363
C -2.219 1.827 -1.795 -0.0156 -0.0127 -0.0527
H 0.865 -7.007 -3.903 -0.2184 0.1367 -0.0461
H 1.550 3.305 -0.684 -0.0818 0.0566 -0.0566
C 1.045 -1.095 1.863 -0.3117 0.2509 -1.0266
C 0.138 -6.454 -4.514 -0.1409 0.1852 -0.0218
H -0.512 -4.539 -6.793 0.1145 0.0362 -0.0069
H -0.046 0.801 -3.394 0.1263 -0.1199 0.0309
P 0.747 -4.703 -4.709 0.4156 -0.4123 -0.3091
H -2.092 -1.008 -1.367 0.2105 0.3905 0.4259
C -0.257 2.276 -0.122 -0.9560 0.0071 0.0630
H 4.026 -1.145 3.552 0.0005 -0.0870 0.1136
C 0.489 3.277 -0.946 0.0051 0.1298 -0.0335
C -1.047 1.049 1.686 0.0808 1.3980 0.1389
H 0.001 -2.208 -3.067 -0.1713 0.1053 0.0687
C 0.504 -0.089 -3.071 -0.4944 0.2607 0.2668
C 1.870 -0.704 -0.973 1.8751 1.0625 -4.1075
Sc 0.000 0.000 0.000 1.6151 1.2011 5.5814
H -0.261 0.293 3.529 -0.2062 0.1206 0.0570
C 1.255 0.248 -1.799 4.1612 -2.0947 -1.3347
H -1.313 -1.163 -3.567 0.0572 0.0210 0.2729
C -1.037 -1.259 -1.435 -0.9779 -5.3302 -0.0648
C 2.324 -2.364 4.046 -0.2839 0.3391 -0.4714
H 1.950 2.856 1.459 -0.0592 -0.0095 0.1106
H 1.902 -2.379 -2.316 -0.0665 0.1369 0.1621
H -1.565 2.162 -2.602 -0.1204 0.0050 0.0452
H -1.205 -2.395 0.382 0.1065 0.7138 0.3688
H 1.004 -3.304 0.406 -0.0525 0.0284 -0.1597
C 2.376 -0.782 2.221 -0.9423 -1.0323 0.6120
H -4.066 0.870 1.033 0.1542 -0.1530 -0.0571
H -2.132 -7.853 -5.723 -0.0472 0.1323 0.1079
C -1.964 0.857 0.621 -0.0659 1.6054 -0.1934
P -1.544 -6.512 -3.714 -0.0151 -0.4394 -0.0656
H 1.600 1.569 2.627 -0.0548 0.2530 0.0461
H 0.072 -6.942 -5.496 0.2217 0.0265 0.1941
H 0.403 3.068 -2.016 0.0161 0.0849 0.0786
H 2.944 -0.034 1.694 0.1870 0.1922 -0.2079
H -2.602 -6.140 -5.893 -0.0142 -0.1061 0.0754
H 2.653 -0.343 -0.314 -0.3773 0.1847 0.3724
C 1.006 -2.685 3.723 -0.0581 -0.0331 0.0343
H 0.978 -3.578 -6.869 -0.0867 -0.1194 -0.0123
H -1.655 1.392 3.695 0.0393 -0.1789 -0.0780
C 3.006 -1.408 3.298 0.1537 -0.0785 0.2417
H -0.652 -2.324 2.438 -0.2885 -0.1318 -0.0084
H 1.217 -0.319 -3.879 -0.0310 0.0328 0.3056
C 0.698 -2.953 -0.581 0.3302 0.3200 0.4496
C -1.455 1.582 -0.529 -0.6550 1.2181 1.0746
H 1.049 -5.348 -7.086 -0.0767 0.1317 0.1384
H 0.474 -3.421 4.310 0.0614 -0.0510 0.1103
H -2.742 0.928 -2.134 -0.0238 0.1056 -0.0426
H 1.673 1.251 -1.770 -0.2933 0.0613 0.4975
C -1.418 -8.171 -2.896 -0.0512 0.0702 -0.1555
C -0.520 -2.075 -0.401 -2.4731 -2.2858 -4.4756
C 1.885 -2.202 -1.235 -0.2621 0.0544 0.1565
C 0.034 1.913 1.217 -1.6044 0.2767 0.5233
H -3.260 -0.656 1.433 -0.0852 0.0594 -0.0502
C -1.219 0.581 3.094 0.0076 0.1801 0.1577
H -3.601 -0.243 -0.255 -0.0700 0.0559 0.1063
H 0.077 4.279 -0.770 0.1204 -0.1740 -0.0654
C 2.574 -5.023 -4.628 -0.1145 0.0963 -0.0949
C 0.553 -4.533 -6.544 0.0412 0.0998 0.1615
C -2.552 -6.985 -5.199 0.0223 0.0642 0.1698
H 2.819 -2.609 -0.838 -0.1301 0.1624 0.0591
H 0.810 3.156 2.783 0.0755 -0.1584 -0.1508
H -0.675 -8.118 -2.094 -0.1104 -0.0165 -0.0567
H -1.888 -0.281 3.149 0.0766 0.1047 0.0701
H 2.883 -5.821 -5.314 -0.0528 0.1382 0.1224
C -3.288 0.164 0.710 0.0015 -0.0984 -0.0351
H -1.121 -8.955 -3.603 -0.0506 0.1232 0.1167
```
Positions in Å, forces in eV/Å.

Values from the calculation:
Calculated total energy (Ha): -2674.96884
Orbital gap (Eh): 0.2185
HOMO energy (eV): -10.66
Total charge: +1
Strongest force on any atom (eV/A): 5.93
Energy above the lowest of the compared OMol25 structures with the same formula, charge and spin (kcal per mole): 62.29

Atomic partial charges in e from the Mulliken method, atoms 1 to 4: 0.40, 0.35, 0.41, -1.48

# 2
This record from OMol25 describes a structure of composition C29H46AlF4N3O3PS2 at a distorted geometry. The level of theory is wB97M-V/def2-TZVPD.

```
89
Properties=species:S:1:pos:R:3:forces:R:3
P 3.305 -3.062 -1.717 -0.4786 -0.4942 1.6285
C -4.150 -0.407 3.038 0.3365 -0.9595 -0.2302
H -5.370 -1.779 -1.056 -0.1097 -0.1565 0.4094
H 0.042 2.551 -1.405 0.0012 -0.0742 0.2494
C 4.724 -0.555 -0.262 -0.5505 -0.7195 0.6818
H -2.197 3.868 1.503 0.1702 -0.1153 0.1570
H -3.399 -2.017 1.801 -0.3182 0.0285 -0.2866
H 0.680 -2.582 -4.245 0.0475 -0.0392 0.2926
C 6.482 -0.185 -1.757 -0.5392 0.3422 -0.5983
H 5.038 0.083 -3.290 0.2274 0.2365 -0.1219
H -5.653 -0.178 -0.407 0.2263 -0.1541 -0.0695
H -4.041 -3.440 -0.015 0.0621 0.2427 -0.1225
H -0.489 -7.337 -0.394 -0.1913 0.2742 0.0024
C -3.116 -3.145 -0.509 -0.7539 -0.3470 0.4141
O -3.088 3.852 3.377 0.7033 0.3382 -0.3070
H -3.066 2.410 1.952 0.1042 0.2212 0.0922
C 1.890 3.817 1.192 -0.8291 0.5476 -1.1707
C -4.364 -1.709 2.208 -0.2725 0.2299 0.8705
H -1.636 5.371 3.211 -0.1360 -0.1743 0.1218
C 1.583 3.518 -0.305 0.0495 -0.0654 0.8123
H -0.197 4.377 1.135 -0.0754 -0.1200 0.2818
H -3.270 5.837 2.745 -0.0309 -0.1216 0.2639
H -4.651 -2.496 2.923 0.1392 0.0874 -0.1944
C 5.696 0.737 -2.704 0.2344 -0.4128 0.1461
O 5.546 -1.152 -1.252 0.8201 0.5395 0.5864
N 0.530 -2.301 -2.341 -0.0949 0.2464 0.2724
H 5.106 0.412 0.090 -0.0194 -0.1105 -0.3475
H -6.322 -1.041 1.616 0.1952 0.0852 -0.2724
C 0.131 3.309 3.079 0.2307 -0.6277 -0.6373
C 0.618 2.329 -0.494 0.5625 0.1687 -1.1828
C 0.565 4.235 1.908 0.8845 0.1432 0.8046
H 0.961 2.601 3.233 -0.1855 0.1620 0.1282
H -3.583 -0.016 -1.056 0.1088 0.1866 0.3566
S 3.295 -4.135 -0.061 0.2071 -0.0481 -0.0764
H 2.524 3.389 -0.852 -0.3040 -0.0919 -0.0675
C 2.650 0.795 -0.429 -0.0938 0.0182 0.1358
C -5.502 -1.622 1.174 0.4071 -0.9577 -0.1745
N -3.668 -0.751 -0.364 -0.3097 -0.5552 -0.5842
Al 3.409 4.428 -3.773 0.0172 0.0438 -0.1639
C -2.375 3.176 2.338 -0.6308 -0.8640 -0.2720
F 3.833 3.172 -4.852 -0.0960 0.3040 0.3581
H -2.158 -6.200 -1.432 -0.5453 -0.1240 0.0662
F 3.627 5.941 -4.534 -0.0653 -0.4200 0.2530
H 2.555 4.690 1.166 0.1444 -0.3666 0.2959
H -3.689 -5.729 -0.567 0.2178 -0.3408 0.0868
H 2.460 -3.737 -2.620 0.4424 0.6186 -0.3798
C 2.574 -1.420 -1.335 0.3520 -0.9671 -1.1210
H 1.119 4.407 -0.750 0.1292 -0.1415 0.1377
C -1.129 2.439 2.834 0.0492 0.5076 0.8105
O 0.313 -1.882 -3.688 -0.1814 0.1906 -0.6015
H 6.940 0.364 -0.921 -0.0904 -0.0909 -0.1131
C -0.748 -2.556 -1.726 0.5728 -0.4210 -0.0594
H 5.034 1.408 -2.146 0.2905 0.1224 -0.1985
H -3.083 -0.346 3.284 -0.2091 0.3734 -0.1311
C -0.564 -6.583 0.398 0.3128 -0.0528 0.7243
H -4.664 -0.502 4.001 -0.2050 0.3913 -0.2919
H 4.743 -1.215 0.623 -0.0407 0.0328 -0.2735
C -2.597 -5.637 -0.599 0.6939 1.0117 0.1528
C 3.275 -0.404 -0.700 0.8934 0.0973 0.1009
C 1.321 1.005 -0.767 -0.1586 0.8786 0.6544
C -2.821 -1.811 -0.749 -0.1027 0.4000 0.1032
H 2.394 2.967 1.665 -0.1142 0.2005 0.1042
H 3.223 1.570 0.073 -0.1418 -0.0250 -0.1779
H -4.473 0.466 2.465 0.1262 0.0253 0.3212
H -1.406 2.015 3.813 -0.0463 -0.0188 -0.2670
C -2.259 -4.166 -0.857 0.3837 -1.0586 -0.4106
H -0.216 -7.075 1.318 -0.0668 0.0720 -0.1966
H 0.752 5.227 2.347 -0.2071 -0.1239 -0.2084
H 0.143 -5.758 0.217 -0.1236 -0.2205 -0.2460
H -1.880 -5.379 1.291 -0.2929 -0.1052 0.0248
N -1.947 -6.144 0.625 -0.0087 -0.1105 -0.3355
C 1.241 -1.244 -1.683 0.5594 0.2818 0.2752
H -0.117 2.231 0.313 0.2027 -0.0367 -0.0332
H 4.591 -2.926 -2.258 -0.3927 0.1334 -0.3480
H 7.296 -0.710 -2.271 -0.3529 -0.1401 0.0412
F 4.407 4.333 -2.378 -0.3441 -0.0704 -0.2965
F 1.770 4.248 -3.302 0.4509 0.0130 -0.0637
S -1.087 0.115 -1.791 -0.1700 0.1514 0.4882
C 0.648 -0.033 -1.367 -1.4446 -0.6735 -0.5579
H -0.908 1.565 2.207 -0.0261 0.3720 -0.1735
C -1.046 -3.870 -1.461 -0.1174 -0.2674 0.0324
C -5.091 -1.106 -0.232 -0.2466 1.0113 0.1724
H -0.338 -4.644 -1.744 -0.1139 0.1212 0.0313
H -5.911 -2.636 1.041 0.0430 0.2067 0.0528
H 0.054 3.853 4.029 -0.2308 0.0454 -0.2889
H 6.350 1.299 -3.378 -0.2238 0.0940 0.1765
C -1.613 -1.541 -1.382 0.7719 1.0072 -0.4052
H -2.858 5.538 4.488 -0.1029 0.1227 -0.2828
C -2.696 5.216 3.453 0.0139 0.0554 0.1691
```
Positions in Å, forces in eV/Å.

Values from the calculation:
Calculated total energy (Ha): -3302.54576
Orbital gap (Eh): 0.3030
HOMO energy (eV): -6.12
Total charge: -1
Strongest force on any atom (eV/A): 1.77

Atomic partial charges in e from the Mulliken method, atoms 1 to 4: 0.29, -1.30, 0.41, 0.51